# 1
Computed, not measured: C31H25BrMoN5O2S3 as an isolated structure, with the ωB97M-V functional and the def2-TZVPD basis.

Geometry (Å):
Mo 0.350 -1.039 0.714
C 3.423 -1.075 1.769
O 2.271 -0.270 1.368
C 2.511 1.089 1.111
C 3.711 1.735 1.335
C 3.838 3.065 0.927
Br 5.457 3.951 1.224
C 2.796 3.725 0.286
C 1.583 3.075 0.089
C 1.450 1.771 0.541
O 0.261 1.051 0.331
C 0.483 3.638 -0.708
N 0.620 4.155 -1.871
C -0.684 4.373 -2.344
C -1.094 4.956 -3.539
C -2.456 5.094 -3.735
C -3.380 4.666 -2.774
C -2.979 4.074 -1.587
C -1.614 3.932 -1.406
N -0.863 3.381 -0.329
H 3.718 -0.794 2.777
H 4.231 -0.913 1.059
H 3.085 -2.106 1.734
H 4.547 1.243 1.810
H 2.920 4.737 -0.072
H -0.426 1.688 -0.057
H -0.372 5.305 -4.264
H -2.820 5.555 -4.642
H -4.435 4.811 -2.961
H -3.702 3.763 -0.844
H -1.129 3.665 0.610
C -2.610 -0.048 2.143
C -2.748 -0.962 0.971
N -1.731 -1.471 0.296
C -2.177 -2.319 -0.719
C -3.525 -2.414 -0.794
S -4.270 -1.470 0.416
C 0.259 -2.642 -1.490
C 1.129 -3.192 -2.567
S 1.709 -1.943 -3.575
C 1.136 -0.726 -2.479
N 0.459 -1.186 -1.472
C 1.459 0.698 -2.746
H -1.603 0.371 2.205
H -2.824 -0.577 3.073
H -3.309 0.785 2.070
H -4.114 -2.980 -1.498
H 1.265 -4.230 -2.827
H 2.275 0.788 -3.460
H 1.729 1.223 -1.833
H 0.581 1.189 -3.175
S -0.628 -5.285 -0.108
C -1.318 -4.543 -1.377
C -1.230 -3.052 -1.659
C 0.511 -2.870 -0.034
C 0.181 -3.982 0.688
C 0.148 -3.727 2.118
C 0.002 -4.623 3.168
C 0.016 -4.145 4.464
C 0.186 -2.781 4.701
C 0.325 -1.940 3.623
N 0.292 -2.394 2.353
H -1.826 -5.207 -2.068
H -1.551 -2.880 -2.687
H -0.100 -5.682 2.973
H -0.090 -4.831 5.294
H 0.219 -2.383 5.705
H 0.472 -0.871 3.758

Computed properties:
Total charge: +3
Energy relative to the best compared isomer or geometry (same formula, charge and spin) in kJ/mol: 109.6
LUMO level (alpha / beta) in eV: -10.140 / -10.293
E in a.u.: -5456.34219
Spin multiplicity: 3
Frontier orbital gap (alpha / beta) in eV: 5.30 / 5.14

=====

# 2
Computed, not measured: C31H25BrMoN5O2S3 as an isolated structure, with the ωB97M-V functional and the def2-TZVPD basis.

Geometry (Å):
Mo 0.104 -0.853 1.024
C -2.466 -0.638 3.144
O -1.943 -0.465 1.802
C -2.832 0.030 0.838
C -4.194 0.169 1.029
C -4.955 0.785 0.040
Br -6.817 0.939 0.283
C -4.362 1.312 -1.098
C -2.999 1.151 -1.302
C -2.254 0.459 -0.349
O -0.872 0.265 -0.517
C -2.248 1.851 -2.356
N -2.241 3.125 -2.499
C -1.227 3.421 -3.404
C -0.815 4.649 -3.911
C 0.234 4.646 -4.812
C 0.865 3.459 -5.200
C 0.471 2.230 -4.695
C -0.577 2.241 -3.792
N -1.204 1.200 -3.072
H -3.190 -1.451 3.165
H -2.932 0.286 3.481
H -1.616 -0.879 3.775
H -4.679 -0.156 1.938
H -4.958 1.841 -1.829
H -0.610 0.722 -1.389
H -1.313 5.563 -3.617
H 0.570 5.581 -5.240
H 1.676 3.500 -5.914
H 0.953 1.314 -5.013
H -1.383 0.326 -3.552
C 0.460 -2.743 -1.711
C 1.716 -2.095 -1.227
N 1.799 -1.336 -0.145
C 3.102 -0.912 0.084
C 3.984 -1.353 -0.845
S 3.211 -2.323 -2.019
C 2.228 0.491 2.070
C 2.613 1.530 3.036
S 1.926 3.026 2.660
C 0.981 2.315 1.378
N 1.193 1.042 1.214
C 0.034 3.154 0.605
H -0.414 -2.369 -1.174
H 0.513 -3.824 -1.567
H 0.309 -2.573 -2.777
H 5.044 -1.150 -0.897
H 3.345 1.416 3.821
H -0.268 4.029 1.180
H -0.857 2.602 0.316
H 0.525 3.516 -0.304
S 3.855 -1.994 3.217
C 4.378 -0.781 2.218
C 3.527 -0.039 1.255
C 1.568 -0.803 2.409
C 2.151 -1.952 2.841
C 1.281 -3.091 2.640
C 1.411 -4.393 3.108
C 0.406 -5.304 2.845
C -0.712 -4.904 2.109
C -0.778 -3.611 1.654
N 0.203 -2.710 1.896
H 5.405 -0.469 2.391
H 4.075 0.820 0.867
H 2.283 -4.670 3.685
H 0.469 -6.316 3.223
H -1.519 -5.592 1.904
H -1.635 -3.262 1.084

Computed properties:
Total charge: +3
Energy relative to the best compared isomer or geometry (same formula, charge and spin) in kJ/mol: 146.8
LUMO level (alpha / beta) in eV: -10.275 / -10.554
E in a.u.: -5456.32803
Spin multiplicity: 3
Frontier orbital gap (alpha / beta) in eV: 5.13 / 4.85

=====

# 3
Computed, not measured: C31H25Cl4F5 as an isolated structure, with the ωB97M-V functional and the def2-TZVPD basis.

Geometry (Å):
F -0.471 -3.066 -2.255
C -1.565 -2.988 -1.484
C -2.478 -4.026 -1.389
C -3.631 -3.968 -0.548
C -3.700 -2.843 0.289
C -2.742 -1.836 0.195
C -1.664 -1.918 -0.694
H -2.332 -4.973 -1.887
H -4.314 -4.771 -0.314
H -4.406 -2.924 1.102
H -2.638 -1.189 1.054
H -0.828 -1.261 -0.505
F -0.787 4.732 2.725
C -0.153 3.575 2.986
C 0.006 3.001 4.270
C 0.758 1.874 4.435
C 1.261 1.270 3.320
C 1.065 1.669 2.040
C 0.307 2.832 1.877
H -0.347 3.537 5.138
H 0.949 1.482 5.423
H 1.850 0.375 3.454
H 1.551 1.200 1.198
H 0.117 3.122 0.854
F -0.388 -2.130 4.604
C -0.051 -2.349 3.293
C 0.263 -1.257 2.400
C 0.779 -1.500 1.146
C 0.992 -2.824 0.788
C 0.638 -3.905 1.614
C 0.095 -3.631 2.823
H -0.015 -0.281 2.770
H 1.102 -0.703 0.492
H 1.462 -2.917 -0.180
H 0.668 -4.868 1.127
H -0.048 -4.449 3.513
F -4.068 5.023 -2.481
C -3.180 4.447 -3.313
C -2.997 5.006 -4.592
C -1.953 4.557 -5.429
C -1.019 3.574 -4.861
C -1.172 3.052 -3.607
C -2.252 3.471 -2.839
H -3.538 5.841 -5.011
H -1.800 4.932 -6.430
H -0.183 3.164 -5.408
H -0.494 2.389 -3.089
H -2.331 3.326 -1.772
F 3.684 -4.072 -0.432
C 3.633 -2.740 -0.318
C 3.328 -1.972 -1.451
C 3.316 -0.600 -1.259
C 3.582 -0.004 -0.039
C 3.844 -0.690 1.064
C 3.927 -2.136 0.920
H 3.103 -2.530 -2.348
H 3.121 0.041 -2.106
H 3.528 1.074 -0.043
H 4.038 -0.250 2.031
H 4.056 -2.776 1.780
C 0.108 1.182 -0.915
Cl -0.750 2.752 -1.087
Cl 1.805 1.468 -0.481
Cl -0.688 0.060 0.275
Cl 0.048 0.317 -2.431

Computed properties:
Total charge: 0
Energy relative to the best compared isomer or geometry (same formula, charge and spin) in kJ/mol: 934.3
LUMO level in eV: -0.223
E in a.u.: -3535.92511
Spin multiplicity: 1
Frontier orbital gap in eV: 8.52